A cluster of 8 separate species, C36H63F9O12P2 in total in a non-equilibrium geometry, computed with ωB97M-V/def2-TZVPD.

Summary:
Structure (SMILES): C=Cc1cc(PP(=O)(O)O)c(C)c2c1C(=O)C(C(F)(F)C(F)(F)C(F)(F)C(F)(F)F)=C(CCCCC)C2=O.CCO.CCO.CCO.CCO.CCO.CCO.CCO
Energy in Eh: -3893.9147
HOMO level in eV: -9.06
Orbital gap in eV: 7.894

ORCA input file:
```
! wB97M-V def2-TZVPD RIJCOSX def2/J DEFGRID3
* xyz 0 1
P 0.87271 2.19680 -0.74371
P -1.17987 2.78235 -1.11606
F -0.73142 -1.04354 5.62227
F -1.63320 -3.34537 6.92912
F -2.89933 -3.78181 5.22176
F -0.71659 -5.08991 4.77607
F -3.38820 0.17913 5.91479
F -2.32832 -0.70263 7.57453
F 0.48833 -3.59634 5.78702
F -2.36459 -1.33719 4.17674
F -3.97563 -1.77142 6.66351
O 3.41560 -1.75308 0.44603
O 1.06288 -5.07021 -2.09280
O 1.69010 4.38210 -2.87441
O -2.18780 2.00888 -0.13546
O -0.42067 -3.29900 0.12912
O 2.09337 -2.44900 4.10720
O -1.28983 4.32959 -0.78713
O -3.47709 4.34806 -2.99514
O -1.32174 5.51431 -7.49946
O 1.45231 -4.39776 9.25194
O 2.51344 6.14957 -7.37675
O -1.56535 2.50608 -2.52213
C 0.19770 -7.33881 -1.88758
C 0.85517 0.83743 0.46793
C -0.12958 -3.11740 3.57310
C 5.45183 -2.98872 0.97428
C 3.66240 5.09796 -4.11937
C 2.09226 -3.12857 9.33303
C -5.24468 -1.04286 2.78828
C 0.20306 -0.39660 0.27724
C -3.66792 5.09990 -4.19023
C 2.40123 4.25608 -4.10539
C 1.41527 -6.43262 -1.88733
C -0.56570 -0.71278 -0.97794
C 1.55772 1.05359 1.65078
C -1.93007 -1.61773 5.42125
C -3.89455 4.19300 -5.38277
C 2.42582 0.40018 3.89625
C 1.17130 -2.06841 9.90920
C -4.48333 -3.43862 2.21070
C 1.00286 -1.12061 2.48608
C -3.13719 -3.48145 1.45658
C -1.78266 -3.14364 5.59211
C -0.50992 -3.75521 4.89294
C 0.29576 -1.35458 1.29516
C 1.64824 0.10104 2.66539
C 0.08867 3.53813 -7.50049
C -5.31251 -2.19807 1.79312
C -2.00770 -4.20644 2.23285
C -1.04703 4.28723 -8.16902
C 3.97319 -2.79287 1.24917
C 3.25460 6.06123 -8.59428
C 4.61433 6.72223 -8.47570
C -0.31624 -2.69292 1.16846
C -2.94340 -0.96816 6.42162
C 1.09024 -2.23851 3.48150
C -0.80720 -3.33628 2.44080
C 1.83365 0.60576 5.07185
H 1.67704 -1.10412 9.98186
H 2.39683 7.08256 -7.17095
H -2.37348 -4.66972 3.14087
H 3.36131 4.99891 -8.80914
H 3.53544 -1.99881 -0.47697
H -4.77190 3.56304 -5.22851
H 0.29025 2.59133 -8.00520
H 0.68346 -4.30249 8.68060
H 2.96758 -3.26174 9.96716
H 5.61842 -3.26611 -0.06951
H -2.86834 -2.44828 1.23090
H 2.30875 0.36885 6.01650
H 1.20236 1.61750 -1.97416
H -4.29839 -3.34754 3.27913
H -1.65835 -5.02096 1.59211
H -1.96591 3.70297 -8.13875
H 2.67942 6.51839 -9.40614
H -2.78690 5.72795 -4.36424
H -2.18725 4.61394 -1.04949
H 3.42671 -3.72607 1.06718
H 4.31822 4.81390 -3.29519
H 0.48309 -8.38265 -1.74783
H 3.50669 0.46784 3.82813
H -4.34923 -0.43628 2.65054
H -0.52253 6.04997 -7.52979
H -2.70149 3.77364 -3.14540
H -0.80774 4.49244 -9.21861
H -3.03471 3.53415 -5.52256
H 0.82233 0.99114 5.13734
H -3.31875 -3.99790 0.51626
H -0.48928 -7.05938 -1.08502
H -4.03351 4.77794 -6.29319
H 1.74836 4.53875 -4.93650
H 5.17687 6.62972 -9.40532
H 2.64491 3.19898 -4.21021
H 4.20175 4.97607 -5.05919
H -0.05316 -1.45668 -1.58410
H 2.06861 2.00064 1.77158
H -0.34252 -7.24596 -2.83011
H -6.34576 -2.49915 1.61787
H 4.50876 7.78430 -8.24246
H -5.27319 -1.37986 3.82509
H -4.95705 -1.82736 0.82762
H -2.71740 1.42766 -0.69944
H 0.83126 -2.36173 10.90287
H 3.42010 6.15657 -3.99843
H 0.28514 -1.94618 9.28086
H -1.52236 -1.16387 -0.70655
H 1.44736 5.30663 -2.76548
H 1.96004 -6.53222 -0.94113
H 2.43677 -2.83241 8.33583
H -5.07413 -4.31806 1.96499
H 5.99670 -2.06248 1.15983
H 5.86719 -3.77301 1.60839
H -6.09563 -0.37507 2.64806
H -4.52512 5.75432 -4.03024
H 0.99728 4.14281 -7.51133
H -0.15466 3.33235 -6.45671
H 2.09208 -6.70137 -2.69750
H 0.47392 -4.80765 -1.37597
H -0.77139 0.16468 -1.58112
H 5.18989 6.26439 -7.67071
H 3.81047 -2.50063 2.28504
*
```